{"formula": "CHF3OTl", "method": "wB97M-V/def2-TZVPD", "homo_energy_ev": [-21.79, -23.97], "orbital_gap_ev": [5.9, 8.6], "lumo_energy_ev": [-15.93, -15.39], "energy_ev": -15917.676, "total_charge": 2, "multiplicity": 2, "species": ["O", "Tl", "H", "C", "F", "F", "F"], "coordinates": [[0.73, 1.65, 0.27], [2.36, 1.39, 1.05], [-0.06, 0.76, -0.14], [-0.68, -0.63, -0.28], [-0.70, -1.16, 0.94], [-1.88, -0.75, -0.83], [0.22, -1.27, -1.01]], "mulliken_charge": [-0.2530, 1.2308, 0.3656, 0.6626, -0.0036, 0.0031, -0.0055]}